This record from OMol25 describes one molecule with the formula C4H8N2O in a non-equilibrium geometry. The level of theory is wB97M-V/def2-TZVPD.

Results
- relative energy (zero: lowest compared OMol25 entry of this formula, charge and spin) (kJ/mol) = 217.7
- largest force on an atom (eV Å⁻¹) = 3.42
- charge = 0
- M (Da) = 100.1
- structure (SMILES) = [H]/N=C(N)\C=C(\C)O
- gap between HOMO and LUMO (eV) = 9.75
- HOMO level (eV) = -8.9

Geometry as XYZ:
```
15
C4H8N2O (wB97M-V/def2-TZVPD)
C -0.965 -0.118 2.200
C -0.452 0.187 0.841
C 0.368 -0.032 -1.384
N 1.232 -0.942 -1.925
C -0.590 -0.491 -0.288
O 0.736 1.084 0.820
N 0.130 1.052 -2.051
H 0.957 1.594 0.020
H 1.775 -1.473 -1.255
H 1.781 -0.525 -2.669
H -0.521 1.656 -1.537
H -1.150 -1.404 -0.432
H -0.197 -0.598 2.813
H -1.278 0.805 2.698
H -1.825 -0.794 2.149
```



This record from OMol25 describes a 13-piece molecular cluster, C46H92O25 overall in a non-equilibrium geometry. The level of theory is wB97M-V/def2-TZVPD.

Results
- relative energy (zero: lowest compared OMol25 entry of this formula, charge and spin) (kJ/mol) = 19.9
- largest force on an atom (eV Å⁻¹) = 4.61
- charge = 0
- M (Da) = 1045.2
- gap between HOMO and LUMO (eV) = 9.75
- HOMO level (eV) = -9.1

Geometry as XYZ:
```
163
C46H92O25 (wB97M-V/def2-TZVPD)
C -4.251 3.316 3.397
O -3.217 3.516 4.309
C -2.590 2.421 4.775
O -2.958 1.271 4.595
O -1.483 2.933 5.347
C -0.532 1.998 5.800
H -4.987 2.608 3.819
H -3.951 3.044 2.417
H -4.806 4.219 3.394
H -0.249 2.180 6.830
H 0.410 2.128 5.260
H -0.825 0.959 5.752
C 3.653 6.951 -0.072
O 4.194 5.727 0.364
C 3.511 4.614 0.030
O 2.467 4.649 -0.503
O 4.259 3.552 0.381
C 3.765 2.306 0.003
H 2.827 7.296 0.636
H 3.288 6.805 -1.079
H 4.445 7.669 0.062
H 2.677 2.156 0.182
H 4.303 1.567 0.656
H 3.879 2.116 -1.059
C -1.039 6.828 1.113
O -0.872 5.464 1.432
C 0.315 5.136 1.916
O 1.158 5.925 2.256
O 0.477 3.833 1.789
C 1.611 3.409 2.645
H -2.097 7.032 1.030
H -0.453 7.013 0.229
H -0.596 7.493 1.850
H 2.492 4.070 2.516
H 1.906 2.396 2.359
H 1.340 3.476 3.694
C 5.018 1.003 3.757
O 4.133 0.005 4.158
C 3.057 0.448 4.831
O 2.769 1.581 4.972
O 2.333 -0.462 5.488
C 2.650 -1.850 5.582
H 4.552 1.763 3.052
H 5.821 0.451 3.233
H 5.555 1.658 4.528
H 2.231 -2.407 4.729
H 2.332 -2.202 6.569
H 3.729 -2.022 5.465
C 1.025 3.169 -3.149
O 0.755 2.907 -4.506
C -0.392 3.375 -4.958
O -1.243 3.963 -4.315
O -0.452 3.249 -6.275
C -1.761 3.643 -6.775
H 0.948 4.237 -2.962
H 2.055 2.833 -2.984
H 0.403 2.561 -2.458
H -2.021 4.634 -6.410
H -2.562 2.964 -6.586
H -1.659 3.656 -7.859
C -0.912 -0.528 2.681
O -1.148 -0.584 1.261
C -0.111 0.005 0.540
O 0.869 0.471 0.958
O -0.205 -0.225 -0.753
C -1.294 -0.859 -1.422
H -1.863 -0.185 3.120
H -0.223 0.266 2.824
H -0.503 -1.367 3.230
H -1.025 -1.074 -2.447
H -2.183 -0.295 -1.294
H -1.494 -1.760 -0.872
C -0.282 -1.962 -6.545
C 0.089 -0.526 -6.260
C -0.930 -0.150 -5.156
O -1.729 -1.253 -4.914
C -1.628 -2.145 -6.007
H 0.351 -2.672 -6.034
H -0.219 -2.242 -7.551
H -0.065 0.117 -7.072
H 1.153 -0.438 -5.957
H -1.519 0.715 -5.466
H -0.419 0.173 -4.195
H -2.401 -2.123 -6.852
H -1.843 -3.125 -5.615
C 2.070 -2.755 1.474
C 3.365 -1.995 1.572
C 4.208 -2.534 0.393
O 3.253 -3.208 -0.411
C 2.361 -3.835 0.458
H 1.183 -2.247 1.082
H 1.615 -3.165 2.404
H 3.855 -1.947 2.500
H 3.151 -0.930 1.383
H 4.939 -3.319 0.608
H 4.644 -1.759 -0.203
H 2.821 -4.703 1.010
H 1.477 -4.165 -0.010
C 0.252 -4.730 -2.932
C -0.925 -5.283 -2.178
C -0.511 -6.689 -1.793
O 0.817 -6.510 -1.392
C 1.393 -5.700 -2.389
H 0.497 -3.675 -2.757
H 0.134 -4.901 -4.047
H -1.811 -5.311 -2.736
H -1.162 -4.742 -1.272
H -0.626 -7.423 -2.595
H -1.029 -7.189 -1.010
H 1.718 -6.289 -3.223
H 2.232 -5.200 -1.987
C -5.682 -0.481 2.177
C -5.515 -1.299 3.465
C -4.952 -2.615 2.956
O -4.061 -2.266 1.861
C -4.411 -0.927 1.435
H -5.634 0.594 2.259
H -6.566 -0.853 1.656
H -6.336 -1.535 4.096
H -4.783 -0.866 4.173
H -5.751 -3.214 2.505
H -4.425 -3.158 3.767
H -4.440 -0.826 0.273
H -3.581 -0.289 1.701
C 2.428 -0.180 -3.464
C 3.607 -1.037 -4.038
C 4.718 -0.824 -3.040
O 4.178 -0.259 -1.832
C 2.709 -0.289 -2.002
H 1.477 -0.571 -3.771
H 2.463 0.879 -3.777
H 3.879 -0.678 -5.046
H 3.417 -2.114 -4.112
H 5.422 -0.134 -3.427
H 5.245 -1.759 -2.848
H 2.330 0.485 -1.291
H 2.373 -1.174 -1.514
C -1.377 -6.363 1.995
C -2.319 -5.299 2.664
C -1.597 -3.991 2.446
O -0.269 -4.366 2.140
C -0.024 -5.775 2.302
H -1.499 -6.359 0.936
H -1.541 -7.344 2.460
H -2.487 -5.511 3.769
H -3.255 -5.274 2.125
H -1.527 -3.337 3.355
H -2.096 -3.508 1.640
H 0.357 -6.086 3.256
H 0.807 -5.894 1.612
C -2.676 4.044 -0.556
C -3.858 3.472 -1.439
C -3.601 1.973 -1.281
O -3.075 1.777 0.039
C -2.119 2.788 0.177
H -2.880 4.915 0.058
H -1.877 4.302 -1.217
H -3.732 3.799 -2.458
H -4.904 3.733 -1.116
H -2.815 1.708 -2.022
H -4.431 1.325 -1.376
H -1.207 2.431 -0.321
H -1.842 2.962 1.242
```



This record from OMol25 describes one molecule with the formula C3H6N2O2 in a non-equilibrium geometry. The level of theory is wB97M-V/def2-TZVPD.

Results
- relative energy (zero: lowest compared OMol25 entry of this formula, charge and spin) (kJ/mol) = 562.2
- largest force on an atom (eV Å⁻¹) = 5.94
- charge = 0
- M (Da) = 102.1
- structure (SMILES) = [H]/N=N/[C@]1(OC)CO1
- gap between HOMO and LUMO (eV) = 10.16
- HOMO level (eV) = -9.6

Geometry as XYZ:
```
13
C3H6N2O2 (wB97M-V/def2-TZVPD)
C -1.622 0.976 0.275
C -0.248 0.410 0.011
C 0.444 -1.892 -0.217
N 1.693 1.257 -0.576
N 0.750 1.373 0.166
O -0.930 0.197 1.224
O -0.150 -0.854 -0.913
H -1.685 2.040 0.430
H -2.524 0.634 -0.180
H 0.377 -2.661 -0.891
H -0.009 -1.931 0.840
H 1.489 -1.499 0.100
H 2.415 1.952 -0.269
```



This record from OMol25 describes an isolated ion of composition C3H7N2O2 and charge +1 in a non-equilibrium geometry. The level of theory is wB97M-V/def2-TZVPD.

Results
- relative energy (zero: lowest compared OMol25 entry of this formula, charge and spin) (kJ/mol) = 329.5
- largest force on an atom (eV Å⁻¹) = 3.93
- charge = +1
- M (Da) = 103.1
- structure (SMILES) = C[N+](/C=[NH+]\[O-])=C\O
- gap between HOMO and LUMO (spin up / spin down) (eV) = 9.30 / 9.30
- HOMO level (spin up / spin down) (eV) = -13.7 / -13.7

Geometry as XYZ:
```
14
C3H7N2O2 (wB97M-V/def2-TZVPD)
C -0.884 -1.109 0.219
C 0.063 0.988 0.490
C 1.518 -0.626 -0.437
N -1.966 -0.466 -0.195
N 0.246 -0.330 0.181
O -2.001 0.792 -0.325
O 0.965 1.798 0.131
H -0.941 -2.149 0.286
H -0.545 1.167 1.400
H 2.223 -0.925 0.298
H 1.841 0.306 -0.853
H 1.550 -1.305 -1.300
H -2.892 -0.896 -0.398
H 0.823 2.756 0.503
```



This record from OMol25 describes C4H8O2 as an isolated structure. The level of theory is wB97M-V/def2-TZVPD.

Results
- relative energy (zero: lowest compared OMol25 entry of this formula, charge and spin) (kJ/mol) = 274.6
- largest force on an atom (eV Å⁻¹) = 0.81
- charge = 0
- M (Da) = 88.1
- gap between HOMO and LUMO (eV) = 10.94
- HOMO level (eV) = -10.0

Geometry as XYZ:
```
14
C4H8O2 (wB97M-V/def2-TZVPD)
O -2.352 0.474 -0.246
C -1.443 -0.559 -0.008
C -0.053 -0.172 0.514
C 0.868 -0.249 -0.675
C 1.678 0.743 0.116
O 0.464 1.159 0.804
H -2.395 0.991 0.562
H -1.803 -1.375 0.631
H -1.278 -1.008 -0.998
H 0.241 -0.793 1.378
H 1.196 -1.237 -0.986
H 0.340 0.271 -1.486
H 2.189 1.549 -0.408
H 2.349 0.206 0.802
```